{
  "formula": "CH22CuLiO14",
  "method": "ωB97M-V with the def2-TZVPD basis set",
  "elements": ["Cu", "Li", "C", "O", "O", "O", "O", "H", "H", "O", "H", "H", "O", "H", "H", "O", "H", "H", "O", "H", "H", "O", "H", "H", "O", "H", "H", "O", "H", "H", "O", "H", "H", "O", "H", "H", "O", "H", "H"],
  "positions_angstrom": [[1.96, 1.40, -0.05], [0.40, -0.27, 2.14], [0.09, 0.10, -0.11], [1.04, -0.22, -0.93], [-0.60, -0.83, 0.35], [0.26, 1.15, 0.61], [-0.73, -3.26, 0.47], [-1.71, -3.23, 0.48], [-0.57, -2.28, 0.30], [0.08, -2.27, -2.21], [-0.33, -2.92, -1.66], [0.47, -1.58, -1.64], [2.89, -1.79, -1.00], [3.74, -1.37, -0.86], [2.23, -1.05, -0.98], [-0.56, 1.56, 3.33], [-1.48, 1.64, 3.08], [-0.57, 2.03, 4.18], [-1.54, 2.79, -0.13], [-2.27, 2.30, -0.42], [-0.82, 2.12, 0.07], [3.05, 1.46, -1.90], [3.25, 2.38, -2.16], [2.79, 1.08, -2.71], [-2.96, -0.07, 1.46], [-2.23, -0.11, 0.83], [-2.86, -0.82, 2.09], [1.74, -1.74, 1.69], [1.44, -2.56, 1.85], [2.06, -1.88, 0.77], [0.19, 0.69, -3.18], [0.38, 0.27, -2.36], [-0.76, 0.74, -3.03], [-2.61, -1.55, -1.43], [-1.87, -1.18, -0.98], [-2.31, -1.79, -2.32], [-0.25, 3.99, 2.29], [-0.09, 3.09, 2.44], [-0.91, 3.96, 1.62]],
  "total_charge": 0,
  "total_energy_ev": -74905.382,
  "lumo_ev": -0.959,
  "e_homo_ev": -9.70,
  "max_force_ev_per_a": 5.1,
  "homo_lumo_gap_ev": 8.743
}

---

{
  "formula": "CH24N2O10",
  "method": "ωB97M-V with the def2-TZVPD basis set",
  "elements": ["N", "C", "N", "H", "H", "H", "H", "H", "H", "O", "H", "H", "O", "H", "H", "O", "H", "H", "O", "H", "H", "O", "H", "H", "O", "H", "H", "O", "H", "H", "O", "H", "H", "O", "H", "H", "O"],
  "positions_angstrom": [[-0.71, 2.14, -1.25], [-0.15, 1.14, -0.45], [0.79, 1.36, 0.36], [-0.44, 3.06, -0.91], [-1.72, 2.09, -1.18], [-0.59, 0.16, -0.60], [1.07, 0.52, 0.90], [0.42, -1.57, 1.86], [1.84, -1.72, 1.22], [1.23, -1.07, 1.63], [0.82, 1.68, 2.79], [1.01, 0.14, 3.00], [0.54, 0.93, 3.32], [-1.95, -1.49, 2.01], [-1.58, -3.01, 2.07], [-1.33, -2.16, 1.68], [-3.38, 0.00, 0.41], [-2.95, 0.07, -0.97], [-2.99, 0.65, -0.19], [-1.05, 0.52, 2.87], [-2.01, 1.00, 1.76], [-1.96, 0.38, 2.49], [-1.86, -2.19, -0.36], [-1.14, -1.65, -1.64], [-2.01, -1.95, -1.29], [1.21, 1.69, -3.23], [1.69, 1.20, -1.93], [1.43, 0.86, -2.80], [0.66, -0.70, -2.58], [0.60, -2.11, -3.21], [0.43, -1.63, -2.39], [2.17, 2.54, 0.11], [2.65, 3.07, -1.23], [3.00, 2.74, -0.40], [1.40, -2.38, -0.96], [2.71, -1.77, -0.53], [2.16, -2.54, -0.37]],
  "total_charge": 0,
  "total_energy_ev": -24883.178,
  "lumo_ev": 0.246,
  "relative_energy_kcal_mol": 22.3,
  "e_homo_ev": -10.14,
  "smiles": "[H]/N=C/N.O.O.O.O.O.O.O.O.O.O",
  "max_force_ev_per_a": 0.9,
  "homo_lumo_gap_ev": 10.383
}

---

{
  "formula": "CH24O10S2",
  "method": "ωB97M-V with the def2-TZVPD basis set",
  "elements": ["C", "S", "S", "H", "H", "H", "H", "H", "H", "O", "H", "H", "O", "H", "H", "O", "H", "H", "O", "H", "H", "O", "H", "H", "O", "H", "H", "O", "H", "H", "O", "H", "H", "O", "H", "H", "O"],
  "positions_angstrom": [[-2.73, -0.80, -2.08], [-3.26, 0.58, -3.10], [-1.55, 1.77, -3.36], [-1.88, -1.34, -2.44], [-3.55, -1.55, -2.10], [-2.53, -0.40, -1.08], [-0.64, 1.17, -4.22], [-0.04, -2.08, 3.88], [-0.92, -1.46, 2.79], [-0.88, -1.64, 3.73], [3.01, -1.88, 2.42], [2.05, -0.65, 2.48], [2.30, -1.46, 2.94], [3.69, 1.56, 0.38], [2.39, 2.42, 0.15], [3.25, 2.19, -0.20], [0.98, -2.92, -3.09], [0.66, -2.01, -1.72], [1.05, -2.06, -2.68], [2.20, -0.40, -2.88], [2.62, 1.09, -2.70], [2.36, 0.28, -2.22], [-0.58, 2.22, 3.39], [-1.21, 0.74, 3.77], [-1.36, 1.64, 3.57], [2.11, -0.16, -0.47], [0.85, 0.73, 0.04], [1.52, 0.08, 0.28], [0.80, -1.29, 0.14], [0.85, -2.90, -0.14], [0.24, -2.14, -0.19], [-2.85, 2.98, 1.56], [-2.48, 1.66, 2.18], [-2.86, 2.04, 1.38], [-1.14, 0.83, -0.80], [-1.60, 1.79, 0.45], [-0.86, 1.36, -0.07]],
  "total_charge": -1,
  "spin_multiplicity": 2,
  "total_energy_ev": -43571.886,
  "lumo_ev": [2.610, 2.644],
  "relative_energy_kcal_mol": 0.0,
  "e_homo_ev": [0.47, -6.25],
  "max_force_ev_per_a": 2.7,
  "homo_lumo_gap_ev": [2.139, 8.891]
}

---

{
  "formula": "CH24O15Zn",
  "method": "ωB97M-V with the def2-TZVPD basis set",
  "elements": ["Zn", "C", "O", "O", "O", "O", "H", "H", "O", "H", "H", "O", "H", "H", "O", "H", "H", "O", "H", "H", "O", "H", "H", "O", "H", "H", "O", "H", "H", "O", "H", "H", "O", "H", "H", "O", "H", "H", "O", "H", "H"],
  "positions_angstrom": [[2.18, -1.07, -0.46], [0.23, 0.10, -0.34], [1.30, 0.55, 0.27], [-0.93, 0.29, 0.21], [0.50, -0.60, -1.30], [-2.04, -2.28, 0.20], [-1.82, -2.35, 1.13], [-1.71, -1.39, 0.06], [0.91, -2.39, 0.69], [0.25, -2.71, 0.11], [1.14, -3.20, 1.20], [-2.08, 2.59, 0.07], [-2.86, 2.35, -0.38], [-1.58, 1.77, 0.12], [-0.41, 1.45, 2.72], [-0.77, 2.19, 2.24], [-0.16, 0.88, 1.99], [-0.85, -1.76, 2.71], [-0.52, -1.57, 3.59], [-0.03, -1.78, 2.11], [0.71, 3.11, -0.03], [0.78, 2.15, 0.19], [1.65, 3.20, -0.27], [2.87, 1.61, 2.11], [2.06, 1.59, 1.56], [3.02, 2.52, 2.29], [3.51, 0.02, -1.71], [3.31, 0.95, -1.83], [4.26, -0.22, -2.29], [-3.05, 0.02, 1.75], [-2.90, -0.80, 2.16], [-2.21, 0.27, 1.40], [0.70, 0.90, -3.40], [0.52, 0.24, -2.70], [1.63, 0.70, -3.50], [-0.09, -2.80, -2.43], [-0.12, -1.89, -2.24], [-0.56, -2.86, -3.24], [-2.29, -0.03, -1.97], [-3.05, -0.04, -1.34], [-1.51, 0.29, -1.47]],
  "total_charge": 0,
  "total_energy_ev": -80555.977,
  "lumo_ev": -3.062,
  "relative_energy_kcal_mol": 5.3,
  "e_homo_ev": -9.76,
  "max_force_ev_per_a": 7.2,
  "homo_lumo_gap_ev": 6.694
}

---

{
  "formula": "CH27NO12",
  "method": "ωB97M-V with the def2-TZVPD basis set",
  "elements": ["C", "N", "H", "H", "H", "H", "H", "O", "H", "H", "O", "H", "H", "O", "H", "H", "O", "H", "H", "O", "H", "H", "O", "H", "H", "O", "H", "H", "O", "H", "H", "O", "H", "H", "O", "H", "H", "O", "H", "H", "O"],
  "positions_angstrom": [[-2.35, 1.26, -2.05], [-3.29, 1.01, -1.16], [-1.39, 1.68, -1.87], [-2.56, 1.09, -3.18], [-4.19, 0.67, -1.54], [2.10, 1.65, -2.53], [2.34, 0.30, -1.71], [1.71, 0.83, -2.18], [-0.65, -0.68, -3.77], [0.71, -0.32, -3.35], [0.20, -1.03, -3.56], [4.08, -0.33, -1.45], [3.77, 0.89, -0.59], [4.24, 0.55, -1.36], [-0.92, -1.74, 2.39], [-0.86, -2.68, 3.55], [-1.32, -1.94, 3.27], [-1.26, 2.05, 1.86], [-1.82, 1.12, 0.82], [-1.06, 1.78, 0.97], [0.98, -3.28, -0.36], [0.80, -2.10, 0.61], [0.59, -3.04, 0.51], [-3.81, 0.71, 1.10], [-3.69, -0.48, 2.06], [-3.50, 0.56, 2.00], [0.85, 1.40, 1.24], [0.88, 0.54, 2.59], [1.35, 0.80, 1.82], [0.64, 3.01, -1.02], [-0.60, 3.10, -0.21], [0.08, 3.62, -0.64], [-2.35, 1.01, 3.36], [-1.53, -0.12, 4.11], [-1.57, 0.87, 3.77], [1.50, -2.50, -1.87], [0.95, -3.78, -2.43], [1.67, -3.45, -2.07], [2.81, -1.95, 0.35], [2.44, -0.63, 0.99], [2.34, -1.19, 0.13]],
  "total_charge": 0,
  "total_energy_ev": -27533.606,
  "lumo_ev": 0.147,
  "relative_energy_kcal_mol": 62.9,
  "e_homo_ev": -10.98,
  "max_force_ev_per_a": 7.1,
  "homo_lumo_gap_ev": 11.123
}

---

{
  "formula": "CH27O16",
  "method": "ωB97M-V with the def2-TZVPD basis set",
  "elements": ["C", "O", "O", "O", "H", "O", "H", "H", "O", "H", "H", "O", "H", "H", "O", "H", "H", "O", "H", "H", "O", "H", "H", "O", "H", "H", "O", "H", "H", "O", "H", "H", "O", "H", "H", "O", "H", "H", "O", "H", "H", "O", "H", "H"],
  "positions_angstrom": [[0.05, -0.47, 0.41], [0.43, -0.37, -0.74], [0.52, 0.45, 1.24], [-0.51, -1.46, 0.81], [1.24, 0.95, 0.82], [-1.06, -3.95, 1.63], [-0.87, -3.24, 0.99], [-1.93, -3.68, 1.84], [-1.19, 2.15, -0.93], [-0.93, 1.38, -0.38], [-0.89, 2.88, -0.30], [-1.79, -0.11, -2.65], [-2.47, -0.64, -2.29], [-1.34, 0.21, -1.90], [-2.27, -1.14, 2.98], [-2.38, -0.22, 3.21], [-1.43, -1.07, 2.47], [1.40, 2.19, -1.68], [1.26, 1.29, -1.89], [0.56, 2.45, -1.23], [-3.27, -0.37, 0.22], [-2.49, -0.45, 0.77], [-3.45, 0.61, 0.09], [2.73, -0.91, -1.96], [3.02, -1.82, -1.87], [2.09, -0.82, -1.23], [-1.96, 1.70, 2.54], [-1.07, 1.64, 2.19], [-2.12, 2.68, 2.54], [2.57, 4.30, 0.57], [2.78, 4.42, -0.34], [2.86, 3.43, 0.81], [3.21, 1.66, 0.45], [3.55, 0.83, 0.75], [2.88, 1.65, -0.43], [1.72, -2.69, 1.90], [1.28, -2.01, 1.42], [0.97, -2.98, 2.38], [0.90, 0.19, -3.51], [0.29, -0.15, -2.90], [1.56, -0.48, -3.46], [-1.24, -2.96, -1.25], [-0.99, -2.22, -0.69], [-2.19, -2.87, -1.39]],
  "total_charge": -1,
  "total_energy_ev": -34238.870,
  "lumo_ev": 2.196,
  "relative_energy_kcal_mol": 20.5,
  "e_homo_ev": -7.52,
  "max_force_ev_per_a": 3.6,
  "homo_lumo_gap_ev": 9.714
}

---

{
  "formula": "CH28F3O21PSZr",
  "method": "ωB97M-V with the def2-TZVPD basis set",
  "elements": ["Zr", "C", "F", "F", "F", "S", "O", "O", "O", "P", "O", "O", "O", "O", "O", "H", "H", "O", "H", "H", "O", "H", "H", "O", "H", "H", "O", "H", "H", "O", "H", "H", "O", "H", "H", "O", "H", "H", "O", "H", "H", "O", "H", "H", "O", "H", "H", "O", "H", "H", "O", "H", "H", "O", "H", "H"],
  "positions_angstrom": [[4.66, -2.31, -21.86], [6.26, 2.13, -26.07], [7.10, 2.82, -25.33], [6.15, 2.80, -27.25], [6.86, 1.05, -26.33], [4.60, 1.76, -25.17], [4.21, 3.06, -24.59], [3.69, 1.37, -26.26], [4.84, 0.70, -24.16], [4.43, -5.05, -23.94], [3.79, -3.66, -24.15], [4.24, -6.15, -25.00], [3.97, -5.02, -22.47], [5.73, -4.32, -23.58], [1.63, -1.28, -21.88], [1.19, -1.05, -22.70], [0.98, -1.12, -21.20], [0.04, 0.25, -24.81], [0.74, 0.43, -25.44], [-0.68, 0.82, -25.08], [2.55, -2.97, -27.88], [3.15, -3.61, -28.27], [2.91, -2.80, -27.01], [1.49, 1.30, -29.55], [0.85, 0.64, -29.28], [2.07, 1.39, -28.80], [3.31, 5.44, -28.26], [3.52, 5.29, -27.34], [2.42, 5.09, -28.37], [7.73, -1.12, -22.28], [8.29, -1.78, -22.68], [8.27, -0.33, -22.28], [3.46, 5.98, -21.63], [3.44, 5.04, -21.78], [4.08, 6.32, -22.28], [11.46, 6.00, -23.45], [12.02, 5.57, -24.10], [10.58, 5.95, -23.82], [7.61, -1.34, -29.75], [7.46, -1.81, -28.93], [6.75, -0.99, -30.00], [5.36, 4.37, -31.62], [4.93, 4.42, -30.77], [6.00, 3.66, -31.52], [10.82, 1.55, -22.99], [11.58, 1.10, -22.62], [11.17, 1.99, -23.77], [8.54, 2.37, -31.38], [8.64, 1.99, -32.25], [8.65, 1.64, -30.78], [0.37, 6.34, -24.32], [-0.40, 6.50, -23.79], [0.95, 5.83, -23.75], [5.02, 0.05, -19.79], [4.34, 0.56, -19.35], [5.81, 0.22, -19.28]],
  "total_charge": 0,
  "total_energy_ev": -74036.830,
  "lumo_ev": -5.469,
  "e_homo_ev": -9.22,
  "max_force_ev_per_a": 4.8,
  "homo_lumo_gap_ev": 3.752
}

---

{
  "formula": "CH2AlO4",
  "method": "ωB97M-V with the def2-TZVPD basis set",
  "elements": ["Al", "O", "H", "O", "C", "O", "O", "H"],
  "positions_angstrom": [[15.57, -8.78, -7.05], [14.21, -8.94, -8.76], [13.96, -8.82, -9.70], [19.22, -9.11, -5.20], [18.68, -8.37, -6.18], [17.47, -8.42, -6.51], [19.49, -7.64, -6.78], [20.07, -8.72, -5.42]],
  "total_charge": 1,
  "total_energy_ev": -15844.879,
  "lumo_ev": -10.275,
  "relative_energy_kcal_mol": 94.9,
  "e_homo_ev": -14.92,
  "max_force_ev_per_a": 8.4,
  "homo_lumo_gap_ev": 4.649
}

---

{
  "formula": "CH2Br2O2",
  "method": "ωB97M-V with the def2-TZVPD basis set",
  "elements": ["C", "O", "O", "Br", "Br", "H", "H"],
  "positions_angstrom": [[0.96, 0.84, -0.10], [2.16, 0.57, -0.62], [0.07, 0.08, 0.05], [0.81, 2.71, 0.14], [-3.66, -0.28, 0.39], [2.23, -0.25, -1.16], [-2.99, -1.00, -0.49]],
  "total_charge": 0,
  "total_energy_ev": -145249.238,
  "lumo_ev": 0.233,
  "relative_energy_kcal_mol": 3.2,
  "e_homo_ev": -10.77,
  "smiles": "O=C(O)Br.Br",
  "max_force_ev_per_a": 3.4,
  "homo_lumo_gap_ev": 11.003
}

---

{
  "formula": "CH2Br2O2S",
  "method": "ωB97M-V with the def2-TZVPD basis set",
  "elements": ["C", "O", "O", "S", "Br", "Br", "H", "H"],
  "positions_angstrom": [[-0.91, 0.58, -0.07], [1.08, -1.25, -1.17], [0.87, -1.13, 1.27], [0.89, -0.52, 0.01], [-1.98, -0.97, 0.10], [2.47, 1.00, 0.07], [-1.22, 1.05, -1.02], [-1.20, 1.24, 0.80]],
  "total_charge": 0,
  "total_energy_ev": -156082.727,
  "lumo_ev": -0.882,
  "relative_energy_kcal_mol": 12.8,
  "e_homo_ev": -10.55,
  "max_force_ev_per_a": 3.7,
  "homo_lumo_gap_ev": 9.670
}

---

{
  "formula": "CH2Br2S",
  "method": "ωB97M-V with the def2-TZVPD basis set",
  "elements": ["C", "S", "Br", "Br", "H", "H"],
  "positions_angstrom": [[-0.37, 0.40, -0.29], [1.27, 0.55, -0.52], [-0.98, 0.66, 1.43], [-0.74, -2.61, -0.22], [-1.04, 0.75, -1.04], [1.86, 0.25, 0.65]],
  "total_charge": 0,
  "total_energy_ev": -151987.160,
  "lumo_ev": [-1.762, -2.578],
  "relative_energy_kcal_mol": 42.3,
  "e_homo_ev": [-9.39, -8.46],
  "max_force_ev_per_a": 2.4,
  "homo_lumo_gap_ev": [7.628, 5.885]
}

---

{
  "formula": "CH2BrCl2P",
  "method": "ωB97M-V with the def2-TZVPD basis set",
  "elements": ["C", "P", "Cl", "Cl", "Br", "H", "H"],
  "positions_angstrom": [[-0.12, -0.76, -0.22], [0.54, 0.80, 0.32], [2.32, 0.30, 1.28], [1.28, 1.73, -1.43], [-2.84, 0.15, 0.75], [-0.82, -0.58, -1.03], [-0.36, -1.64, 0.32]],
  "total_charge": 0,
  "total_energy_ev": -105444.098,
  "lumo_ev": [-2.246, -3.411],
  "relative_energy_kcal_mol": 58.9,
  "e_homo_ev": [-10.06, -9.31],
  "max_force_ev_per_a": 2.2,
  "homo_lumo_gap_ev": [7.813, 5.898]
}

---

{
  "formula": "CH2BrClO",
  "method": "ωB97M-V with the def2-TZVPD basis set",
  "elements": ["C", "O", "Cl", "Br", "H", "H"],
  "positions_angstrom": [[0.84, -0.38, -0.57], [0.78, -1.51, 0.02], [-2.20, 1.21, -0.11], [2.41, 0.59, -0.09], [-3.23, 1.98, 0.15], [1.39, -1.88, 0.59]],
  "total_charge": 0,
  "total_energy_ev": -85679.328,
  "lumo_ev": 0.322,
  "relative_energy_kcal_mol": 45.3,
  "e_homo_ev": -9.40,
  "max_force_ev_per_a": 3.4,
  "homo_lumo_gap_ev": 9.722
}

---

{
  "formula": "CH2BrClO",
  "method": "ωB97M-V with the def2-TZVPD basis set",
  "elements": ["C", "O", "Cl", "Br", "H", "H"],
  "positions_angstrom": [[0.24, 0.52, -0.06], [0.51, 0.18, 1.11], [-0.18, -2.27, -1.68], [-0.70, 2.16, -0.40], [0.12, -1.11, -0.83], [0.00, 0.52, 1.87]],
  "total_charge": 0,
  "total_energy_ev": -85679.142,
  "lumo_ev": -0.762,
  "relative_energy_kcal_mol": 49.6,
  "e_homo_ev": -9.85,
  "max_force_ev_per_a": 2.4,
  "homo_lumo_gap_ev": 9.085
}

---

{
  "formula": "CH2BrI",
  "method": "ωB97M-V with the def2-TZVPD basis set",
  "elements": ["C", "Br", "I", "H", "H"],
  "positions_angstrom": [[-1.10, 0.19, -0.59], [-1.31, 1.43, -1.95], [-2.61, -0.04, 0.82], [0.68, 0.70, 0.91], [-0.58, -0.71, -0.86]],
  "total_charge": 0,
  "total_energy_ev": -79207.993,
  "lumo_ev": [-0.641, -0.803],
  "relative_energy_kcal_mol": 92.1,
  "e_homo_ev": [-8.54, -9.90],
  "max_force_ev_per_a": 1.0,
  "homo_lumo_gap_ev": [7.896, 9.096]
}

---

{
  "formula": "CH2BrN2OP",
  "method": "ωB97M-V with the def2-TZVPD basis set",
  "elements": ["C", "N", "N", "O", "P", "Br", "H", "H"],
  "positions_angstrom": [[-1.04, -0.10, -0.14], [-1.61, 0.64, -1.01], [-2.13, 1.36, -1.70], [3.16, -1.28, 0.08], [2.15, -0.22, 0.10], [2.07, 0.56, 2.20], [-1.24, -1.09, -0.47], [-1.35, 0.12, 0.94]],
  "total_charge": 0,
  "total_energy_ev": -85426.826,
  "lumo_ev": -0.949,
  "relative_energy_kcal_mol": 28.3,
  "e_homo_ev": -9.25,
  "max_force_ev_per_a": 2.7,
  "homo_lumo_gap_ev": 8.299
}

---

{
  "formula": "CH2BrN3",
  "method": "ωB97M-V with the def2-TZVPD basis set",
  "elements": ["C", "N", "N", "N", "Br", "H", "H"],
  "positions_angstrom": [[0.23, 1.78, -0.53], [1.13, 0.97, -0.23], [-0.74, 1.49, 0.42], [0.20, 0.31, 0.59], [-3.70, -0.31, -0.04], [-1.74, 1.30, 0.51], [-0.09, -0.72, 0.34]],
  "total_charge": 0,
  "total_energy_ev": -75574.749,
  "lumo_ev": [-1.051, -4.470],
  "relative_energy_kcal_mol": 170.9,
  "e_homo_ev": [-9.77, -9.20],
  "max_force_ev_per_a": 3.6,
  "homo_lumo_gap_ev": [8.722, 4.734]
}